# C41H36F32O7

A cluster of 5 separate species, C41H36F32O7 in total (ωB97M-V with the def2-TZVPD basis set, the Open Molecules 2025 dataset).

Geometry (Å):
C 3.631677 -4.359220 0.513873
C 3.765685 -2.945909 0.019248
C 4.429725 -2.664120 -1.169790
C 4.530672 -1.352779 -1.620983
C 3.980220 -0.310523 -0.891581
C 3.308458 -0.577147 0.305356
C 2.647327 0.538827 1.085093
C 1.212485 0.635919 0.661621
C 0.172114 0.178162 1.362139
C -1.203744 0.298550 0.823927
O -2.153575 0.432583 1.563550
C -1.328806 0.253939 -0.653058
C -2.451332 -0.270166 -1.305917
C -3.655645 -0.805202 -0.564598
C -3.327636 -2.128785 0.148961
C -4.184415 -2.415478 1.407286
O -5.273086 -1.501868 1.565004
C -2.415685 -0.329230 -2.700027
C -1.338775 0.154291 -3.435151
C -0.248721 0.709126 -2.782927
C -0.243691 0.735945 -1.394930
C 0.942928 1.253673 -0.672874
O 1.658822 2.119060 -1.122296
C 3.208562 -1.891300 0.743821
H 2.652335 -4.759675 0.245241
H 4.379152 -5.011779 0.071987
H 3.703408 -4.403820 1.598261
H 4.868024 -3.459168 -1.756583
H 5.040875 -1.130697 -2.547800
H 4.059291 0.706482 -1.250301
H 3.148313 1.481741 0.878365
H 2.687519 0.335810 2.153430
H 0.303815 -0.251270 2.346324
H -4.433488 -0.975870 -1.305157
H -4.007409 -0.075449 0.151280
H -2.276774 -2.134294 0.435386
H -3.461722 -2.952202 -0.550415
H -4.585026 -3.427333 1.349593
H -3.563066 -2.384915 2.304717
H -6.084947 -2.007327 1.623751
H -3.269586 -0.745237 -3.217156
H -1.343304 0.096961 -4.514069
H 0.608288 1.098892 -3.311574
H 2.684183 -2.117845 1.665052
F 2.591848 6.676062 -1.922680
C 1.911499 5.551389 -2.231472
F 2.098495 5.291424 -3.546457
C 0.414415 5.742248 -1.982150
F -0.074946 6.691299 -2.808567
F -0.153752 4.552688 -2.328420
C -0.030938 6.006912 -0.538257
O -0.282516 7.349349 -0.175923
C 0.681724 8.163880 0.336091
F 1.842125 7.524316 0.561568
F 0.235652 8.626016 1.528616
C 0.889245 9.407998 -0.537470
F 1.253212 9.054251 -1.784048
F 1.876502 10.154269 0.006829
H 2.297074 4.711918 -1.647212
H -1.005542 5.527444 -0.463740
H 0.629002 5.509481 0.172982
H -0.032695 9.990853 -0.575833
F 6.068421 -3.301938 2.872711
C 6.901039 -2.316966 2.471306
F 6.743811 -2.143362 1.143744
C 8.358959 -2.691224 2.747592
F 8.710279 -3.753621 1.996494
F 9.075660 -1.611176 2.315922
C 8.774817 -2.905064 4.207936
O 8.841973 -4.239178 4.667474
C 7.775858 -4.874114 5.233246
F 6.717752 -4.063256 5.406888
F 8.160602 -5.305744 6.456781
C 7.389250 -6.135819 4.450012
F 7.069164 -5.822311 3.180241
F 6.310121 -6.692846 5.042845
H 6.634266 -1.389737 2.985712
H 9.806004 -2.558725 4.249326
H 8.193581 -2.272415 4.879243
H 8.219041 -6.844656 4.455358
F -3.311763 -0.300087 -6.391231
C -4.439297 0.434427 -6.280184
F -4.927032 0.267420 -5.030048
C -5.497469 -0.031630 -7.282828
F -5.881550 -1.289916 -6.991083
F -6.559935 0.797824 -7.063427
C -5.170865 0.100352 -8.775359
O -4.717196 -1.060728 -9.438672
C -3.395135 -1.385714 -9.525017
F -2.591263 -0.434724 -9.018060
F -3.091789 -1.516801 -10.836673
C -3.108384 -2.753548 -8.891733
F -3.462204 -2.752117 -7.592026
F -1.782216 -2.995310 -8.978495
H -4.200493 1.490373 -6.429555
H -6.129931 0.315253 -9.243359
H -4.521108 0.955886 -8.961590
H -3.660432 -3.531501 -9.421827
F -3.076721 1.262568 6.008187
C -3.597226 1.633411 4.811591
F -3.559615 2.987045 4.736872
C -5.053101 1.183953 4.696236
F -5.808298 1.825164 5.618015
F -5.453639 1.606542 3.463357
C -5.341326 -0.322345 4.738976
O -5.783507 -0.847788 5.977562
C -4.920020 -1.318737 6.916168
F -3.646970 -1.362172 6.485239
F -5.288322 -2.591804 7.209474
C -5.032219 -0.541297 8.233500
F -4.759121 0.760987 8.035349
F -4.129570 -1.044847 9.106559
H -3.007423 1.214340 3.998219
H -6.194341 -0.450323 4.077302
H -4.526930 -0.905994 4.312501
H -6.038039 -0.649162 8.643297

Force components x, y, z for each atom (eV/Å):
C -0.241 0.064 -0.042
C 0.049 0.023 0.015
C -0.115 0.334 -0.009
C -0.050 -0.016 0.089
C -0.152 -0.161 0.252
C 0.241 -0.008 -0.242
C -0.147 -0.035 0.009
C -0.052 -0.134 0.120
C 0.342 0.149 -0.217
C 0.072 0.041 0.099
O -0.244 -0.154 0.392
C 0.068 -0.064 -0.433
C -0.016 0.085 -0.028
C 0.397 -0.124 -0.185
C -0.308 0.006 0.267
C -0.058 -0.091 -0.143
O 0.152 0.014 0.021
C 0.084 0.163 0.014
C 0.001 0.004 0.166
C -0.072 0.031 0.263
C -0.210 -0.105 -0.140
C -0.153 -0.070 0.080
O 0.285 0.136 -0.142
C 0.127 -0.119 -0.227
H -0.045 -0.030 -0.031
H 0.122 -0.028 0.037
H 0.120 -0.042 0.064
H 0.030 -0.116 0.038
H 0.061 -0.056 -0.048
H -0.001 0.069 0.008
H 0.042 0.086 0.029
H 0.069 0.010 0.076
H -0.144 0.091 0.144
H -0.205 0.049 0.079
H -0.093 0.093 0.050
H 0.042 -0.043 0.052
H 0.086 -0.022 -0.139
H 0.055 -0.107 -0.019
H 0.048 0.190 0.017
H -0.073 0.002 -0.038
H -0.022 -0.043 -0.059
H -0.072 -0.041 -0.060
H 0.011 0.033 -0.104
H -0.026 0.045 0.092
F 0.000 0.004 -0.009
C 0.055 -0.136 -0.038
F 0.024 0.034 0.018
C -0.019 0.222 -0.020
F 0.023 -0.031 0.041
F -0.073 -0.109 -0.032
C -0.241 -0.310 0.368
O 0.120 0.177 -0.458
C -0.081 0.013 0.135
F -0.012 -0.034 -0.030
F 0.044 -0.055 0.148
C -0.019 0.025 -0.001
F 0.037 0.008 0.004
F 0.002 0.028 -0.041
H -0.020 0.000 0.001
H -0.002 -0.011 0.007
H 0.125 0.040 -0.093
H 0.005 0.005 -0.012
F -0.001 -0.027 -0.007
C -0.100 0.069 -0.037
F 0.002 -0.012 -0.004
C -0.020 -0.194 -0.032
F -0.002 0.046 0.025
F 0.059 0.052 -0.006
C 0.266 0.266 0.347
O -0.162 -0.195 -0.433
C 0.093 0.002 0.131
F 0.015 0.029 -0.034
F -0.032 0.066 0.142
C 0.021 -0.023 0.007
F -0.038 0.002 -0.004
F -0.009 -0.033 -0.037
H 0.010 -0.006 0.006
H 0.005 0.005 0.006
H -0.126 -0.031 -0.086
H -0.006 -0.005 -0.014
F 0.005 -0.020 0.009
C 0.026 0.060 0.055
F 0.024 -0.008 0.008
C 0.046 -0.193 0.004
F 0.005 0.051 -0.014
F -0.068 0.041 -0.011
C -0.138 0.315 -0.384
O -0.013 -0.282 0.420
C -0.016 0.023 -0.164
F -0.035 0.018 0.031
F 0.073 0.107 -0.091
C -0.006 -0.024 -0.022
F 0.029 0.006 0.022
F -0.003 -0.039 0.030
H 0.006 -0.008 -0.003
H -0.003 0.007 -0.005
H 0.078 -0.036 0.129
H 0.000 -0.008 0.015
F -0.032 0.066 -0.237
C -0.010 0.130 0.119
F 0.056 -0.134 0.041
C -0.167 0.032 0.229
F 0.063 -0.039 -0.087
F -0.012 0.008 -0.041
C -0.175 -0.297 -0.383
O 0.050 0.402 0.209
C -0.035 -0.178 0.003
F -0.010 0.023 -0.040
F 0.058 -0.104 -0.053
C -0.012 -0.012 0.030
F 0.012 -0.015 0.058
F -0.020 0.039 0.032
H 0.144 -0.064 -0.081
H -0.004 -0.009 -0.027
H 0.132 0.132 0.067
H 0.003 0.019 0.008

total energy = -144393.452 eV
HOMO = -9.1 eV
frontier orbital gap = 8.06 eV
LUMO energy = -1.1 eV
SMILES string = Cc1cccc(CC2=CC(=O)c3c(CCCO)cccc3C2=O)c1.FC(F)C(F)(F)COC(F)(F)C(F)F.FC(F)C(F)(F)COC(F)(F)C(F)F.FC(F)C(F)(F)COC(F)(F)C(F)F.FC(F)C(F)(F)COC(F)(F)C(F)F

Results of the Löwdin charge analysis, in e, for atoms 1 through 8:
1 C -0.05
2 C -0.28
3 C -0.05
4 C -0.07
5 C -0.04
6 C -0.21
7 C -0.09
8 C -0.12



# C3H9NO

A cluster of 2 separate species, C3H9NO in total at a distorted geometry (ωB97M-V with the def2-TZVPD basis set, the Open Molecules 2025 dataset).

Geometry (Å):
C -0.013980 -2.287721 -0.714518
O 0.621251 -1.266473 -1.421081
H -0.585351 -2.832224 -1.500454
H 0.773523 -3.010064 -0.419368
H -0.778393 -1.812737 -0.038756
C -0.209909 1.114683 1.106799
C -1.165013 2.104652 0.418373
N 0.853372 0.568213 0.258738
H -0.012639 1.147180 2.163126
H -2.171231 1.990557 -0.023407
H -0.676320 3.072670 0.131642
H 1.721940 1.116178 0.248946
H 1.226894 -0.392039 0.438805
H 0.415853 0.487123 -0.648840

Force components x, y, z for each atom (eV/Å):
C 0.053 1.247 -2.744
O 0.495 0.207 0.151
H -0.473 -0.504 0.593
H -0.650 -0.087 1.220
H 0.691 -1.111 0.568
C -3.219 1.413 -0.996
C 2.436 -0.394 0.885
N 1.340 0.746 1.582
H -0.074 -0.539 0.316
H 0.373 -0.304 1.096
H -0.184 -0.850 -0.687
H 0.000 0.447 -0.525
H -1.142 0.502 -0.358
H 0.354 -0.773 -1.100

total energy = -6788.829 eV
HOMO (spin up / spin down) = -2.5 / -1.9 eV
frontier orbital gap (spin up / spin down) = 6.78 / 6.20 eV
spin multiplicity = 2
LUMO energy (spin up / spin down) = 4.3 / 4.3 eV
expectation value of S² = 0.76
total charge = -1

Results of the Löwdin charge analysis, in e, for atoms 1 through 8:
1 C -0.41
2 O -0.50
3 H 0.03
4 H 0.03
5 H 0.05
6 C -0.31
7 C -0.17
8 N 0.03



# C2H5ClN2OS

The molecule C2H5ClN2OS at a distorted geometry (ωB97M-V with the def2-TZVPD basis set, the Open Molecules 2025 dataset).

Geometry (Å):
O -0.680734 1.905165 -0.860195
N 0.033440 1.232804 0.321485
C 0.070200 -0.110750 0.163620
C 1.385465 -0.683996 0.461974
Cl 2.720436 -0.380307 -0.874339
N -0.838236 -0.958838 -0.324822
S -2.437000 -0.666538 -0.575872
H -1.729703 1.778718 -0.392604
H 1.096571 1.566619 0.628831
H 1.740143 -0.023025 1.352782
H 1.368568 -1.739047 0.561950
H -2.729152 -1.920806 -0.462812

Force components x, y, z for each atom (eV/Å):
O -3.021 -1.593 4.616
N 1.444 2.311 -0.129
C -2.178 -3.057 -3.095
C 1.928 2.038 0.725
Cl -1.344 -0.057 1.054
N 3.328 1.617 2.002
S -0.241 1.760 -0.276
H 4.452 0.948 -2.316
H -3.855 -0.088 -1.977
H 0.016 -1.945 -1.146
H 0.088 -0.681 0.525
H -0.617 -1.253 0.018

total energy = -30536.086 eV
HOMO = -8.6 eV
frontier orbital gap = 8.61 eV
LUMO energy = 0.0 eV
SMILES string = ON/C(CCl)=N\S

Results of the Löwdin charge analysis, in e, for atoms 1 through 8:
1 O -0.13
2 N -0.03
3 C -0.59
4 C -0.43
5 Cl 0.44
6 N -0.36
7 S 0.75
8 H 0.16



# C7H13N2S

The ion C7H13N2S with charge +1 at a distorted geometry (ωB97M-V with the def2-TZVPD basis set, the Open Molecules 2025 dataset).

Geometry (Å):
C -2.206102 -0.394665 0.379540
C -0.801998 0.180449 0.836571
C 0.380853 0.039024 -0.151273
C 0.858975 -1.390741 -0.159605
N 0.122160 -2.499768 -0.332535
N 2.208793 -1.467935 -0.115882
C 2.799867 -0.212768 0.036928
S 4.308435 0.092431 0.165971
C 1.521818 0.953106 0.250675
C 1.555528 2.235123 -0.639948
H -2.691406 -0.390085 1.325911
H -2.267301 -1.297494 -0.186203
H -2.560167 0.402856 -0.358350
H -0.621774 -0.370833 1.858150
H -0.769102 1.181620 1.129372
H -0.044584 0.401295 -1.080272
H -0.762460 -2.352840 -0.764121
H 0.384079 -3.463885 -0.271813
H 2.574315 -2.397557 -0.062921
H 1.458629 1.062675 1.250698
H 2.174554 2.000346 -1.594747
H 1.907599 3.026405 0.026879
H 0.512174 2.489312 -0.865294

Force components x, y, z for each atom (eV/Å):
C 1.602 3.917 -1.149
C 0.077 -4.092 1.327
C -1.769 -0.503 1.049
C 1.076 -1.082 -1.587
N 0.185 1.966 0.121
N -3.356 0.483 0.589
C -2.422 2.465 0.899
S 2.391 0.284 -0.030
C 1.837 -3.541 -4.951
C 0.874 -1.404 0.365
H -1.404 -0.307 0.123
H 0.260 -0.847 0.207
H -0.326 -1.030 1.200
H 0.408 0.826 -1.827
H -0.871 1.791 0.203
H 0.169 -0.608 -0.718
H -0.768 0.038 0.160
H 0.778 -0.169 0.073
H 1.292 -0.109 -0.042
H 0.220 0.888 3.363
H -1.066 0.926 1.730
H 0.526 0.164 -0.819
H 0.286 -0.056 -0.284

total energy = -21277.458 eV
HOMO = -12.6 eV
frontier orbital gap = 8.20 eV
LUMO energy = -4.4 eV
SMILES string = CC[C@@H]1C(=[NH2+])NC(=S)[C@H]1C
total charge = +1

Results of the Löwdin charge analysis, in e, for atoms 1 through 8:
1 C -0.06
2 C -0.18
3 C -0.25
4 C -0.18
5 N 0.25
6 N 0.12
7 C -0.76
8 S 0.87



# C2H7NO2

A cluster of 2 separate species, C2H7NO2 in total (ωB97M-V with the def2-TZVPD basis set, the Open Molecules 2025 dataset).

Geometry (Å):
O -0.497919 -0.627585 0.302416
C 0.117981 0.502032 0.338749
C -0.172830 1.605722 -0.677650
N 0.791723 2.708096 -0.635805
H 1.116724 0.605249 0.777562
H -0.140147 1.188368 -1.687339
H -1.175700 1.996922 -0.473415
H 1.706860 2.314199 -0.840292
H 0.881941 2.968675 0.347831
H -1.163427 -3.560419 0.671390
H 0.194033 -2.890049 0.350879
O -0.221228 -3.729780 0.609275

Force components x, y, z for each atom (eV/Å):
O -0.005 -0.378 -0.087
C -0.206 0.449 -0.208
C 0.046 -0.580 0.710
N 0.217 0.310 0.279
H 0.472 -0.159 0.161
H -0.250 -0.049 -0.321
H -0.034 0.107 -0.386
H -0.039 -0.042 -0.109
H -0.109 0.062 -0.076
H 0.120 0.472 -0.067
H -0.642 0.311 0.188
O 0.429 -0.503 -0.083

total energy = -7771.533 eV
HOMO (spin up / spin down) = -0.1 / -3.3 eV
frontier orbital gap (spin up / spin down) = 4.59 / 7.77 eV
spin multiplicity = 2
LUMO energy (spin up / spin down) = 4.5 / 4.5 eV
expectation value of S² = 0.75
total charge = -1

Results of the Löwdin charge analysis, in e, for atoms 1 through 8:
1 O -0.26
2 C -0.48
3 C -0.37
4 N -0.07
5 H 0.03
6 H 0.08
7 H 0.08
8 H 0.04